{"formula": "H4OS", "method": "wB97M-V/def2-TZVPD", "species": ["O", "H", "H", "S", "H", "H"], "positions_angstrom": [[-1.91685, 0.01925, 0.20298], [-0.94964, -0.00889, 0.03855], [-1.97245, -0.01491, 1.20480], [1.15986, 0.03663, 0.28899], [1.48876, -0.19973, -1.01335], [2.19032, 0.16765, -0.72197]], "e_above_lowest_ev": 2.4767, "e_homo_ha": -0.37992, "lumo_energy_ev": 0.08, "total_charge": 0}

=====

{"formula": "H4S2Si", "method": "wB97M-V/def2-TZVPD", "species": ["Si", "S", "S", "H", "H", "H", "H"], "positions_angstrom": [[1.85914, -0.48336, 0.37966], [-2.84500, 1.15648, -0.43958], [-1.93015, -0.13126, -1.66778], [0.49479, -0.66949, 1.09438], [1.86993, 0.63401, -0.49267], [2.84291, -1.52046, 0.34010], [-2.29161, 1.01408, 0.78590]], "e_above_lowest_ev": 4.2473, "e_homo_ha": [-0.33625, -0.26760], "lumo_energy_ev": [-0.49, -1.95], "total_charge": 0}

=====

{"formula": "H4SSi", "method": "wB97M-V/def2-TZVPD", "species": ["Si", "S", "H", "H", "H", "H"], "positions_angstrom": [[0.87651, 0.45764, 0.21523], [-2.77980, -0.40458, -0.78854], [0.71555, 1.88087, 0.12281], [1.31476, -0.07583, -0.96285], [1.37802, 0.14780, 1.62128], [-3.48428, 0.16089, -1.68360]], "e_above_lowest_ev": 4.1833, "e_homo_ha": [-0.35690, -0.28997], "lumo_energy_ev": [-1.06, -2.33], "total_charge": 0}

=====

{"formula": "H4SSi2", "method": "wB97M-V/def2-TZVPD", "species": ["Si", "Si", "S", "H", "H", "H", "H"], "positions_angstrom": [[-0.99157, -0.61583, -0.03472], [2.12238, 0.67231, -0.15167], [3.56382, -0.69521, -0.12509], [-1.74586, -1.18731, 1.07613], [-2.09701, -0.11850, -0.77119], [2.14512, 1.83878, -0.98306], [1.25005, 0.82754, 1.06399]], "e_above_lowest_ev": 2.9098, "e_homo_ha": -0.32205, "lumo_energy_ev": -1.69, "total_charge": 0}

=====

Q: What is the formula in the fourth record?
A: H4SSi2